A cluster of 6 separate species, C14H35ClN2O8 in total in a non-equilibrium geometry. Source: the Open Molecules 2025 dataset; level of theory: ωB97M-V/def2-TZVPD.

Each line ends with the Mulliken charge.
Positions of all 60 atoms, in Å:
C1 9.598 -6.119 12.033  -1.19
C2 8.258 -6.911 12.295  -0.36
N1 8.339 -8.018 11.273  0.42
C3 9.302 -9.048 11.274  -0.29
C4 8.929 -9.958 10.313  -0.66
N2 7.798 -9.507 9.685  0.22
C5 7.422 -8.328 10.289  -0.13
C6 7.034 -10.290 8.651  -0.77
H1 9.728 -5.289 12.728  0.39
H2 9.585 -5.714 11.021  0.34
H3 10.480 -6.749 12.146  0.41
H4 7.340 -6.345 12.136  0.23
H5 8.122 -7.406 13.257  0.32
H6 10.045 -9.017 12.057  0.44
H7 9.295 -10.945 10.072  0.42
H8 6.633 -7.676 9.943  0.22
H9 6.045 -9.833 8.613  0.22
H10 6.907 -11.299 9.043  0.38
H11 7.464 -10.219 7.652  0.31
Cl1 3.879 -6.682 10.471  -0.91
C7 1.626 -4.049 12.110  -0.30
C8 0.519 -5.090 11.821  -0.30
O1 0.901 -5.875 10.745  -0.57
O2 2.748 -4.705 12.682  -0.43
H12 1.194 -3.300 12.773  0.37
H13 2.027 -3.430 11.307  0.16
H14 -0.499 -4.703 11.779  0.37
H15 0.489 -5.780 12.665  0.18
H16 1.815 -6.167 10.788  0.26
H17 3.270 -5.081 11.970  0.10
C9 4.738 -8.995 13.821  -0.32
C10 3.208 -9.140 13.433  -0.50
O3 2.533 -7.932 13.253  -0.45
O4 5.399 -8.240 12.876  -0.33
H18 5.257 -9.947 13.930  0.38
H19 4.855 -8.444 14.754  0.24
H20 2.705 -9.756 14.179  0.38
H21 3.134 -9.719 12.513  0.21
H22 2.871 -7.490 12.471  0.32
H23 4.796 -7.621 12.457  0.23
C11 5.251 -2.820 10.169  0.19
C12 6.631 -3.454 10.004  -0.34
O5 6.572 -4.620 9.242  -0.49
O6 4.689 -2.441 8.857  -0.53
H24 5.249 -1.938 10.810  0.42
H25 4.597 -3.406 10.814  -0.29
H26 6.940 -3.580 11.041  0.21
H27 7.354 -2.705 9.681  0.36
H28 6.402 -5.362 9.826  0.17
H29 4.543 -3.264 8.385  0.33
C13 2.123 -7.792 7.458  -0.32
C14 2.288 -9.182 8.116  -0.26
O7 2.244 -9.175 9.489  -0.45
O8 3.434 -7.248 7.201  -0.54
H30 1.451 -7.088 7.950  0.18
H31 1.645 -8.078 6.522  0.35
H32 3.234 -9.626 7.809  0.12
H33 1.496 -9.850 7.780  0.37
H34 2.835 -8.496 9.822  0.29
H35 3.739 -6.804 7.996  0.25

Summary:
Total energy   -46965.7025 eV
Gap between HOMO and LUMO   8.38 eV
Relative energy (zero: lowest compared OMol25 entry of this formula, charge and spin)   51.2 kcal per mole

A structure of composition C26H31GeN2O3W in a non-equilibrium geometry. Source: the Open Molecules 2025 dataset; level of theory: ωB97M-V/def2-TZVPD.

Each line ends with the Löwdin spin population.
Positions of all 64 atoms, in Å:
W1 0.757 -0.295 0.302  0.57
C1 1.092 -2.904 -3.616  0.00
N1 -0.156 -2.189 -3.283  0.00
C2 -1.299 -2.479 -4.181  0.00
C3 -0.268 -1.414 -2.262  0.00
O1 0.720 -1.175 -1.448  -0.01
C4 -1.557 -0.698 -1.904  0.00
O2 -1.258 -0.019 -0.667  0.03
C5 -2.368 0.430 0.137  0.00
C6 -1.844 0.426 1.555  0.00
O3 -0.564 0.142 1.672  0.03
N2 -2.571 0.676 2.583  0.01
C7 -4.023 0.958 2.477  0.00
C8 -2.054 0.658 3.967  0.00
H1 0.904 -3.972 -3.511  0.00
H2 1.338 -2.677 -4.652  0.00
H3 1.891 -2.585 -2.957  0.00
H4 -1.724 -3.444 -3.908  0.00
H5 -2.048 -1.694 -4.125  0.00
H6 -0.917 -2.521 -5.198  0.00
H7 -1.821 0.037 -2.669  0.00
H8 -2.384 -1.398 -1.761  0.00
H9 -2.647 1.443 -0.167  0.00
H10 -3.226 -0.235 0.012  0.00
H11 -4.298 1.233 1.463  0.00
H12 -4.570 0.073 2.801  0.00
H13 -4.246 1.791 3.139  0.00
H14 -0.977 0.541 3.964  0.00
H15 -2.334 1.599 4.434  0.00
H16 -2.533 -0.169 4.489  0.00
C9 1.800 5.189 3.373  0.00
C10 1.951 3.848 3.721  0.00
C11 1.923 2.874 2.742  0.00
C12 1.778 3.239 1.394  0.00
C13 1.631 4.599 1.052  0.00
C14 1.631 5.563 2.045  0.00
Ge1 1.886 2.005 -0.035  0.01
C15 2.390 -1.181 0.795  0.04
C16 2.225 -0.865 2.183  0.08
C17 3.082 -1.386 3.132  -0.01
C18 4.090 -2.244 2.693  0.14
C19 4.270 -2.569 1.331  0.01
C20 3.430 -2.059 0.380  0.06
C21 2.800 2.332 -1.625  0.00
C22 3.632 3.479 -1.632  0.00
C23 4.387 3.779 -2.749  0.00
C24 4.316 2.956 -3.867  0.01
C25 3.499 1.821 -3.874  0.00
C26 2.749 1.508 -2.764  0.00
H17 1.821 5.949 4.144  0.00
H18 2.104 3.578 4.758  0.00
H19 2.071 1.841 3.033  0.00
H20 1.519 4.906 0.018  0.00
H21 1.514 6.607 1.787  0.00
H22 1.460 -0.144 2.517  0.00
H23 2.978 -1.147 4.182  0.00
H24 4.762 -2.684 3.422  0.01
H25 5.076 -3.238 1.058  0.00
H26 3.548 -2.310 -0.665  0.00
H27 3.698 4.117 -0.759  0.00
H28 5.030 4.648 -2.758  0.00
H29 4.904 3.194 -4.744  0.00
H30 3.465 1.197 -4.757  0.00
H31 2.118 0.624 -2.775  0.00

Summary:
Expectation value of S²   0.784
Multiplicity   2
Total energy   -94885.9563 eV
Charge   +4
Gap between HOMO and LUMO (spin up / spin down)   5.32 / 5.48 eV
Relative energy (zero: lowest compared OMol25 entry of this formula, charge and spin)   12.2 kcal per mole

A structure of composition C46H64BF2GeIIrN4O2P3. Source: the Open Molecules 2025 dataset; level of theory: ωB97M-V/def2-TZVPD.

Each line ends with the Löwdin spin population.
Positions of all 125 atoms, in Å:
Ir1 0.561 1.156 -0.224  1.49
C1 5.342 -2.083 1.264  0.01
C2 4.495 -0.985 0.620  0.03
C3 5.109 0.396 0.853  0.00
P1 2.674 -0.982 0.992  0.18
C4 2.247 -2.597 0.151  0.06
N1 0.834 -2.844 0.272  0.54
Ge1 -0.488 -0.925 0.356  0.22
N2 -1.735 -1.448 -0.984  0.04
C5 -1.681 -0.703 -2.226  0.01
P2 -0.073 0.188 -2.416  0.06
C6 1.054 -1.175 -2.958  0.01
C7 2.512 -0.713 -2.980  0.01
C8 0.680 -1.918 -4.239  0.00
C9 -0.445 1.289 -3.863  0.00
C10 -1.558 0.771 -4.782  0.00
C11 0.787 1.630 -4.711  0.00
C12 -2.963 -1.962 -0.597  0.01
C13 -4.172 -1.746 -1.262  0.00
C14 -5.361 -2.211 -0.718  0.00
C15 -5.386 -2.899 0.487  0.00
C16 -4.186 -3.167 1.132  0.01
C17 -3.002 -2.725 0.576  0.01
N3 -1.709 -3.057 1.129  0.09
C18 -1.079 -4.183 0.509  0.13
C19 -1.758 -5.351 0.245  -0.01
C20 -1.080 -6.438 -0.305  0.16
C21 0.286 -6.359 -0.586  0.00
C22 0.977 -5.195 -0.352  0.12
C23 0.301 -4.056 0.163  0.05
C24 -1.557 -2.911 2.518  0.15
C25 -1.296 -3.966 3.367  -0.01
C26 -1.230 -3.754 4.740  0.19
C27 -1.452 -2.479 5.283  0.01
C28 -1.671 -1.407 4.464  0.12
C29 -1.653 -1.568 3.043  0.07
N4 -1.586 -0.568 2.180  0.42
C30 -1.470 0.794 2.672  0.04
P3 -0.981 2.029 1.368  0.08
C31 -2.610 2.589 0.686  0.02
C32 -3.367 1.389 0.128  0.01
C33 -3.536 3.349 1.636  0.01
C34 -0.329 3.393 2.441  0.00
C35 -0.988 3.613 3.808  0.00
C36 -0.246 4.703 1.649  0.00
C37 2.391 -1.448 2.784  0.02
C38 2.498 -2.932 3.141  0.01
C39 3.243 -0.619 3.749  0.00
H1 6.355 -2.045 0.858  0.00
H2 4.957 -3.085 1.079  0.00
H3 5.423 -1.944 2.343  0.00
H4 4.484 -1.153 -0.465  0.00
H5 5.061 0.692 1.901  0.00
H6 4.602 1.162 0.266  0.00
H7 6.159 0.383 0.554  0.00
H8 2.831 -3.432 0.543  0.01
H9 2.525 -2.463 -0.901  0.02
H10 -2.446 0.081 -2.270  0.00
H11 -1.862 -1.366 -3.078  0.00
H12 0.926 -1.881 -2.127  0.00
H13 2.716 -0.103 -3.859  0.00
H14 3.180 -1.578 -3.024  0.00
H15 2.756 -0.110 -2.102  0.01
H16 0.794 -1.288 -5.120  0.00
H17 -0.340 -2.302 -4.220  0.00
H18 1.347 -2.774 -4.366  0.00
H19 -0.802 2.204 -3.384  0.00
H20 -1.311 -0.194 -5.224  0.00
H21 -1.677 1.482 -5.602  0.00
H22 -2.526 0.690 -4.289  0.00
H23 1.051 0.801 -5.369  0.00
H24 1.648 1.906 -4.109  0.00
H25 0.541 2.481 -5.348  0.00
H26 -4.193 -1.196 -2.193  0.00
H27 -6.288 -2.019 -1.243  0.00
H28 -6.321 -3.241 0.908  0.00
H29 -4.167 -3.732 2.058  0.00
H30 -2.813 -5.421 0.474  0.00
H31 -1.617 -7.356 -0.502  0.01
H32 0.798 -7.214 -1.005  0.00
H33 2.025 -5.119 -0.608  0.01
H34 -1.177 -4.962 2.962  0.00
H35 -1.040 -4.591 5.398  0.01
H36 -1.439 -2.345 6.356  0.00
H37 -1.822 -0.424 4.885  0.01
H38 -0.672 0.841 3.421  0.01
H39 -2.400 1.100 3.163  0.01
H40 -2.314 3.237 -0.144  0.00
H41 -3.715 0.722 0.923  0.00
H42 -2.749 0.809 -0.548  0.00
H43 -4.250 1.726 -0.419  0.00
H44 -3.785 2.759 2.521  0.00
H45 -4.476 3.552 1.119  0.00
H46 -3.130 4.302 1.960  0.00
H47 0.691 3.058 2.646  0.00
H48 -2.022 3.938 3.736  0.00
H49 -0.438 4.400 4.326  0.00
H50 -0.949 2.730 4.447  0.00
H51 -1.228 5.160 1.533  0.00
H52 0.177 4.560 0.657  0.00
H53 0.383 5.410 2.192  0.00
H54 1.344 -1.146 2.929  0.00
H55 3.501 -3.321 2.961  0.00
H56 1.784 -3.551 2.594  0.00
H57 2.286 -3.061 4.205  0.00
H58 4.294 -0.903 3.691  0.00
H59 2.914 -0.808 4.773  0.00
H60 3.167 0.449 3.557  0.00
I1 0.773 8.908 -5.251  0.00
C40 0.779 7.128 -4.165  0.00
C41 1.910 6.324 -4.175  0.00
C42 1.906 5.141 -3.453  0.00
C43 0.783 4.762 -2.728  0.01
C44 -0.340 5.580 -2.724  0.00
C45 -0.349 6.766 -3.442  0.00
C46 0.792 3.467 -1.969  0.01
O1 1.776 2.712 -2.059  0.12
O2 -0.242 3.191 -1.275  0.15
H61 2.785 6.620 -4.737  0.00
H62 2.777 4.500 -3.441  0.00
H63 -1.208 5.280 -2.152  0.00
H64 -1.224 7.401 -3.439  0.00
F1 2.369 3.571 0.543  0.03
B1 2.014 2.320 0.841  0.15
F2 2.607 1.908 1.996  0.03

Summary:
Expectation value of S²   8.856
Multiplicity   6
Total energy   -160226.7142 eV
Charge   +1
Gap between HOMO and LUMO (spin up / spin down)   6.00 / 4.79 eV
Relative energy (zero: lowest compared OMol25 entry of this formula, charge and spin)   42.7 kcal per mole

- The highest relative energy (zero: lowest compared OMol25 entry of this formula, charge and spin) belongs to which entry?
  C14H35ClN2O8